1.
Molecular formula: C53H46N4P2PtSSi
Method: DFT, ωB97M-V with the def2-TZVPD basis set

Output
M: 1056.2 g mol⁻¹
F_max: 2.5 eV/Å
Spin multiplicity: 5
E_HOMO (alpha / beta): -11.831 / -12.850 eV
Orbital gap (alpha / beta): 0.2600 / 0.2146 hartree
Charge: +2
Electronic energy: -3755.5083 Ha
Lowest unoccupied orbital energy (alpha / beta): -4.756 / -7.009 eV

Each line ends with the Mulliken charge.
Element x y z (Å)
1 Pt -0.233 -0.459 -0.912  2.54
2 C -1.129 2.344 -2.715  -1.47
3 Si -0.737 1.878 -0.877  0.84
4 C -2.398 1.873 0.109  0.99
5 C -2.911 2.965 0.799  -0.83
6 C -4.169 2.910 1.381  -0.87
7 C -4.951 1.770 1.267  -0.92
8 C -4.457 0.666 0.595  -0.80
9 C -3.185 0.717 0.038  -0.58
10 P -2.496 -0.753 -0.762  1.67
11 C -3.339 -0.991 -2.344  0.93
12 C -4.015 0.051 -2.971  -1.04
13 C -4.613 -0.164 -4.201  -0.80
14 C -4.545 -1.414 -4.799  -0.80
15 C -3.883 -2.459 -4.171  -1.03
16 C -3.263 -2.245 -2.954  -0.85
17 C -3.020 -2.164 0.256  0.24
18 C -2.317 -2.399 1.434  0.63
19 C -2.678 -3.436 2.272  -0.65
20 C -3.750 -4.248 1.939  -0.96
21 C -4.461 -4.014 0.773  -0.78
22 C -4.109 -2.971 -0.068  -0.50
23 C 0.355 3.350 -0.295  0.01
24 C -0.187 4.623 -0.468  -0.40
25 C 0.489 5.760 -0.059  -0.94
26 C 1.733 5.650 0.544  -0.91
27 C 2.307 4.403 0.710  -0.30
28 C 1.625 3.266 0.273  -0.21
29 P 2.407 1.646 0.566  3.45
30 C 3.990 1.416 -0.323  0.77
31 C 4.581 2.523 -0.933  -1.76
32 C 5.813 2.402 -1.549  -0.81
33 C 6.468 1.181 -1.564  -0.93
34 C 5.872 0.075 -0.985  -0.69
35 C 4.613 0.159 -0.406  -0.16
36 C 2.789 1.613 2.327  0.57
37 C 1.824 2.106 3.210  -0.80
38 C 2.019 2.001 4.573  -0.61
39 C 3.152 1.373 5.071  -0.78
40 C 4.107 0.874 4.197  -0.99
41 C 3.930 0.987 2.831  -0.37
42 H -1.657 3.294 -2.709  0.51
43 H -1.770 1.623 -3.214  0.45
44 H -0.228 2.480 -3.307  0.43
45 H -2.326 3.868 0.888  0.58
46 H -4.547 3.769 1.913  0.47
47 H -5.932 1.734 1.713  0.44
48 H -5.045 -0.237 0.498  0.55
49 H -4.084 1.015 -2.486  0.54
50 H -5.133 0.644 -4.692  0.49
51 H -5.019 -1.582 -5.753  0.44
52 H -3.846 -3.441 -4.621  0.48
53 H -2.727 -3.048 -2.464  0.64
54 H -1.499 -1.747 1.698  -0.34
55 H -2.127 -3.606 3.184  0.56
56 H -4.044 -5.052 2.597  0.44
57 H -5.302 -4.640 0.518  0.49
58 H -4.681 -2.790 -0.967  0.56
59 H -1.154 4.730 -0.935  0.45
60 H 0.043 6.733 -0.209  0.47
61 H 2.256 6.531 0.887  0.48
62 H 3.279 4.309 1.178  0.63
63 H 4.065 3.473 -0.920  0.46
64 H 6.262 3.262 -2.019  0.49
65 H 7.422 1.074 -2.056  0.46
66 H 6.368 -0.885 -1.013  0.47
67 H 4.252 -1.912 -0.713  0.67
68 H 0.932 2.580 2.823  0.32
69 H 1.281 2.393 5.255  0.47
70 H 3.296 1.275 6.135  0.46
71 H 4.996 0.396 4.577  0.50
72 H 4.688 0.614 2.156  0.56
73 N 1.995 -1.628 2.336  0.80
74 C 1.041 -1.263 3.260  0.57
75 C 0.829 -1.605 4.583  -1.27
76 C -0.240 -1.004 5.224  -0.86
77 C -1.061 -0.073 4.581  -1.15
78 C -0.882 0.248 3.253  0.42
79 C 0.163 -0.383 2.579  -1.11
80 N 0.560 -0.286 1.282  1.05
81 C 1.682 -1.024 1.153  -1.49
82 C 2.456 -0.962 -0.034  0.09
83 C 3.937 -1.141 -0.003  -1.46
84 S 3.562 -1.011 -3.105  -0.15
85 C 2.251 -0.311 -2.347  0.45
86 N 1.810 -0.447 -1.109  0.04
87 H 2.762 -2.258 2.501  0.29
88 H 1.450 -2.320 5.099  0.57
89 H -0.449 -1.251 6.253  0.52
90 H -1.865 0.386 5.138  0.55
91 H -1.513 0.960 2.747  0.28
92 H 4.258 -1.448 0.995  0.56
93 H 1.625 0.314 -2.981  -0.03
94 C -0.498 -0.999 -4.387  -0.80
95 C -0.144 -2.177 -3.574  0.19
96 C 0.205 -3.469 -4.041  -1.19
97 C 0.415 -4.251 -2.931  -1.30
98 C 0.198 -3.420 -1.803  0.43
99 C 0.284 -3.801 -0.378  -0.99
100 N -0.140 -2.181 -2.221  0.64
101 H -1.451 -1.172 -4.890  0.29
102 H 0.250 -0.849 -5.164  0.48
103 H -0.591 -0.112 -3.760  -0.30
104 H 0.281 -3.757 -5.069  0.69
105 H 0.680 -5.289 -2.891  0.63
106 H -0.498 -4.526 -0.140  0.44
107 H 0.152 -2.932 0.270  -0.08
108 H 1.243 -4.279 -0.174  0.46


2.
Molecular formula: C6H10O
Method: DFT, ωB97M-V with the def2-TZVPD basis set

Output
ΔE to the lowest compared entry with this formula, charge and spin: 0.012 eV
M: 98.1 g mol⁻¹
F_max: 0.4 eV/Å
E_HOMO: -9.120 eV
Structure (SMILES): CC1=CCC[C@H]1O
Orbital gap: 0.3732 hartree
Charge: 0
Electronic energy: -309.8419 Ha
Lowest unoccupied orbital energy: 1.035 eV

Each line ends with the natural charge from an NBO analysis.
Element x y z (Å)
1 C 2.205 0.119 0.209  -0.64
2 C 0.738 -0.167 0.105  -0.02
3 C 0.070 -1.234 0.545  -0.19
4 C -1.398 -1.192 0.193  -0.43
5 C -1.598 0.253 -0.299  -0.41
6 C -0.189 0.762 -0.662  0.06
7 O 0.009 2.142 -0.416  -0.71
8 H 2.388 1.087 0.690  0.22
9 H 2.655 0.178 -0.790  0.22
10 H 2.728 -0.658 0.775  0.22
11 H 0.525 -2.083 1.051  0.21
12 H -2.048 -1.447 1.039  0.21
13 H -1.618 -1.915 -0.604  0.21
14 H -2.301 0.332 -1.132  0.22
15 H -1.990 0.882 0.511  0.20
16 H 0.004 0.650 -1.736  0.18
17 H -0.178 2.291 0.523  0.46


Look up the F_max of the first one.
2.5 eV/Å